[1]
Molecular formula: C30H40Cl2N2O3PTi
Method: DFT, ωB97M-V/def2-TZVPD

Output
frontier orbital gap (spin up / spin down) = 0.1961 / 0.1940 hartree
spin multiplicity = 2
DFT total energy = -3613.5862 a.u.

CARTESIAN COORDINATES (ANGSTROEM)
1 O 1.498 -0.341 -4.051
2 C 0.827 0.212 -4.916
3 C 0.278 1.577 -4.868
4 C 0.708 2.542 -3.930
5 H 1.239 2.221 -3.029
6 C 0.437 3.896 -4.170
7 H 0.839 4.668 -3.503
8 C -0.361 4.273 -5.259
9 H -0.501 5.339 -5.473
10 C -0.951 3.292 -6.069
11 H -1.625 3.602 -6.873
12 C -0.657 1.941 -5.856
13 H -1.096 1.154 -6.469
14 H 0.572 -0.317 -5.885
15 C -3.298 -1.176 -2.653
16 C -2.914 -0.202 -1.623
17 H -3.945 -0.729 -3.421
18 H -3.812 -2.037 -2.214
19 H -2.396 -1.551 -3.155
20 C -3.044 1.147 -1.566
21 C -4.234 1.951 -1.090
22 H -2.363 1.753 -2.164
23 H -4.640 2.539 -1.922
24 H -4.002 2.659 -0.285
25 H -5.025 1.273 -0.757
26 Ti -1.726 -0.085 -0.218
27 Cl -1.186 2.089 0.391
28 Cl -3.332 -0.372 1.351
29 H 4.563 0.995 -1.506
30 H 3.676 1.968 0.346
31 C 3.580 1.097 -1.978
32 C 2.620 1.720 0.209
33 N 2.542 0.872 -0.975
34 H 3.481 0.374 -2.788
35 C 1.548 -0.006 -1.166
36 O 0.476 -0.032 -0.505
37 H 2.250 1.219 1.107
38 H 1.737 -0.747 -1.956
39 H 3.501 2.113 -2.396
40 H 2.066 2.658 0.069
41 H -0.423 -4.878 1.069
42 H 1.099 -5.541 -1.120
43 C -1.086 -4.749 0.204
44 C 0.454 -4.902 -1.731
45 N -0.379 -4.072 -0.877
46 H -1.979 -4.202 0.515
47 C -0.540 -2.782 -1.118
48 O -1.267 -2.052 -0.368
49 H 1.066 -4.255 -2.365
50 H -0.021 -2.364 -1.997
51 H -1.365 -5.741 -0.159
52 H -0.170 -5.548 -2.364
53 C -1.709 -0.991 4.274
54 P -0.487 -0.497 2.977
55 C -0.061 1.175 3.593
56 C -1.111 2.100 3.742
57 C -0.849 3.396 4.173
58 C 0.464 3.798 4.439
59 C 1.516 2.898 4.251
60 C 1.262 1.595 3.813
61 C 0.927 -1.470 3.614
62 C 1.338 -1.395 4.955
63 C 2.297 -2.289 5.441
64 C 2.862 -3.242 4.592
65 C 2.471 -3.302 3.250
66 C 1.509 -2.423 2.753
67 H -2.547 -0.287 4.307
68 H -1.218 -1.044 5.254
69 H -2.082 -1.987 4.005
70 H -2.136 1.809 3.505
71 H -1.675 4.098 4.300
72 H 0.660 4.813 4.789
73 H 2.542 3.216 4.452
74 H 2.094 0.904 3.664
75 H 0.905 -0.653 5.630
76 H 2.593 -2.236 6.488
77 H 3.606 -3.942 4.974
78 H 2.912 -4.043 2.586
79 H 1.195 -2.464 1.707

Just the Mulliken charges please, in e? Sure, here they are:
1. O -0.419
2. C -0.290
3. C 0.470
4. C 0.298
5. H 0.376
6. C -0.758
7. H 0.382
8. C -0.283
9. H 0.377
10. C -0.643
11. H 0.381
12. C -0.510
13. H 0.392
14. H 0.215
15. C -1.254
16. C 0.673
17. H 0.341
18. H 0.258
19. H 0.217
20. C 0.190
21. C -1.221
22. H 0.450
23. H 0.361
24. H 0.196
25. H 0.341
26. Ti -0.222
27. Cl -0.634
28. Cl -0.556
29. H 0.370
30. H 0.415
31. C -0.977
32. C -0.838
33. N 0.310
34. H 0.318
35. C -0.301
36. O 0.226
37. H 0.121
38. H 0.441
39. H 0.365
40. H 0.276
41. H 0.263
42. H 0.346
43. C -0.965
44. C -0.990
45. N 0.238
46. H 0.311
47. C 0.203
48. O -0.555
49. H 0.327
50. H 0.250
51. H 0.382
52. H 0.338
53. C -1.415
54. P 1.139
55. C 0.637
56. C -0.579
57. C -0.617
58. C -0.479
59. C -0.740
60. C -0.433
61. C -0.195
62. C -0.184
63. C -0.773
64. C -0.495
65. C -0.516
66. C -0.273
67. H 0.430
68. H 0.461
69. H 0.357
70. H 0.213
71. H 0.396
72. H 0.365
73. H 0.368
74. H 0.426
75. H 0.388
76. H 0.370
77. H 0.359
78. H 0.410
79. H 0.384

[2]
Molecular formula: C5H10N2O
Method: DFT, ωB97M-V/def2-TZVPD

Output
frontier orbital gap (spin up / spin down) = 0.2115 / 0.2116 hartree
spin multiplicity = 1
ΔE to the lowest compared entry with this formula, charge and spin = 115.2 kcal per mole
DFT total energy = -381.1018 a.u.

CARTESIAN COORDINATES (ANGSTROEM)
1 C 1.188 0.651 -0.177
2 C 0.422 -0.576 -0.356
3 N 1.351 1.540 -1.178
4 N -0.801 1.160 0.709
5 C -1.172 -0.191 -0.110
6 C 0.936 -1.785 -0.523
7 C -1.974 -1.186 0.481
8 O 2.042 0.832 0.845
9 H 1.900 0.134 1.498
10 H 1.587 2.486 -0.914
11 H 0.750 1.440 -1.979
12 H -1.442 1.944 0.576
13 H -0.805 0.913 1.698
14 H -1.614 0.216 -1.027
15 H 2.001 -1.973 -0.593
16 H 0.254 -2.630 -0.530
17 H -1.601 -1.713 1.351
18 H -3.022 -1.260 0.229

Just the Mulliken charges please, in e? Sure, here they are:
1. C 0.579
2. C -0.076
3. N -0.398
4. N -0.658
5. C 0.107
6. C -0.938
7. C -1.087
8. O -0.470
9. H 0.410
10. H 0.265
11. H 0.257
12. H 0.260
13. H 0.310
14. H 0.203
15. H 0.307
16. H 0.445
17. H 0.236
18. H 0.246

[3]
Molecular formula: C16H46O10
Method: DFT, ωB97M-V/def2-TZVPD

Output
frontier orbital gap = 0.3609 hartree
spin multiplicity = 1
ΔE to the lowest compared entry with this formula, charge and spin = 28.9 kcal per mole
DFT total energy = -1389.4554 a.u.

CARTESIAN COORDINATES (ANGSTROEM)
1 C 2.142 -2.065 4.071
2 C 0.812 -1.877 4.664
3 C 0.104 -0.551 4.432
4 O 0.328 -2.727 5.437
5 H 2.220 -2.057 2.978
6 H 2.533 -3.043 4.312
7 H 2.824 -1.264 4.470
8 H 0.716 0.146 5.035
9 H -0.884 -0.530 4.946
10 H 0.079 -0.202 3.402
11 C -3.066 -0.367 -2.448
12 C -3.546 0.418 -1.245
13 C -3.278 1.913 -1.147
14 O -4.062 -0.165 -0.297
15 H -1.976 -0.467 -2.564
16 H -3.397 0.277 -3.297
17 H -3.406 -1.449 -2.321
18 H -2.214 2.044 -1.297
19 H -3.332 2.197 -0.081
20 H -3.812 2.415 -1.917
21 C 1.876 5.045 -1.113
22 C 1.198 3.865 -0.385
23 C 1.902 3.534 0.967
24 O 0.340 3.164 -0.869
25 H 1.845 5.925 -0.500
26 H 1.385 5.267 -2.082
27 H 2.921 4.716 -1.281
28 H 2.801 4.125 1.046
29 H 2.183 2.464 1.115
30 H 1.132 3.819 1.762
31 C -0.631 -3.239 0.930
32 O -1.351 -2.156 1.581
33 H -0.608 -4.082 1.635
34 H -1.252 -3.598 0.072
35 H 0.331 -2.878 0.550
36 H -2.317 -2.187 1.660
37 C 3.917 0.876 3.120
38 O 3.244 0.678 1.876
39 H 4.738 1.662 2.887
40 H 3.170 1.338 3.787
41 H 4.409 0.076 3.597
42 H 2.532 0.001 1.944
43 C 0.986 -0.339 -4.119
44 O 1.086 0.796 -5.032
45 H 1.827 -0.993 -4.295
46 H 0.926 -0.011 -3.045
47 H 0.094 -0.969 -4.313
48 H 0.588 1.490 -4.594
49 C -0.938 3.389 -4.073
50 O -0.720 2.057 -3.654
51 H -0.097 4.029 -4.056
52 H -1.235 3.341 -5.137
53 H -1.729 3.836 -3.479
54 H -0.412 2.129 -2.701
55 C -5.028 -3.030 1.435
56 O -4.143 -1.937 1.665
57 H -4.431 -3.955 1.419
58 H -5.786 -3.081 2.216
59 H -5.493 -2.865 0.494
60 H -4.192 -1.338 0.896
61 C 1.929 -3.998 -1.943
62 O 2.319 -2.956 -1.046
63 H 0.861 -3.923 -2.140
64 H 2.332 -3.791 -2.923
65 H 2.314 -4.917 -1.609
66 H 3.125 -3.164 -0.575
67 C 0.628 0.032 -0.128
68 O 0.641 -0.222 1.303
69 H 0.864 -0.883 -0.696
70 H -0.273 0.439 -0.501
71 H 1.425 0.740 -0.286
72 H -0.019 -0.964 1.484

Just the Mulliken charges please, in e? Sure, here they are:
1. C -0.730
2. C 0.892
3. C -0.735
4. O -0.626
5. H 0.165
6. H 0.353
7. H 0.112
8. H 0.371
9. H 0.287
10. H 0.030
11. C -0.688
12. C 0.540
13. C -0.575
14. O -0.658
15. H 0.035
16. H 0.338
17. H 0.288
18. H -0.085
19. H 0.303
20. H 0.446
21. C -1.252
22. C 0.624
23. C -0.507
24. O -0.442
25. H 0.381
26. H 0.256
27. H 0.346
28. H 0.381
29. H 0.010
30. H 0.257
31. C -0.360
32. O -0.539
33. H 0.306
34. H 0.269
35. H 0.017
36. H 0.322
37. C -0.778
38. O -0.515
39. H 0.256
40. H 0.284
41. H 0.383
42. H 0.214
43. C -0.129
44. O -0.616
45. H 0.255
46. H -0.148
47. H 0.225
48. H 0.492
49. C -0.666
50. O -0.511
51. H 0.291
52. H 0.315
53. H 0.248
54. H 0.276
55. C -0.659
56. O -0.647
57. H 0.226
58. H 0.236
59. H 0.308
60. H 0.618
61. C -0.706
62. O -0.414
63. H 0.243
64. H 0.280
65. H 0.358
66. H 0.253
67. C -0.799
68. O -0.183
69. H 0.211
70. H 0.391
71. H 0.222
72. H 0.058

[4]
Molecular formula: C5H17NO5
Method: DFT, ωB97M-V/def2-TZVPD

Output
frontier orbital gap = 0.3414 hartree
spin multiplicity = 1
ΔE to the lowest compared entry with this formula, charge and spin = 89.7 kcal per mole
DFT total energy = -631.5546 a.u.

CARTESIAN COORDINATES (ANGSTROEM)
1 C -2.622 0.614 1.787
2 C -2.512 -0.476 0.699
3 O -3.587 -1.084 0.507
4 N -1.502 -0.785 -0.200
5 C -0.152 -0.168 0.328
6 C 0.747 -1.274 1.014
7 C 2.191 -1.130 0.471
8 O 2.140 -1.091 -0.932
9 H -3.279 0.090 2.525
10 H -1.669 0.842 2.387
11 H -3.015 1.388 1.210
12 H -1.627 -1.698 -0.651
13 H 0.390 -0.038 -0.591
14 H -0.240 0.777 1.003
15 H 0.295 -2.232 0.837
16 H 0.827 -1.041 2.112
17 H 2.743 -2.024 0.669
18 H 2.768 -0.108 0.627
19 H 2.789 -0.323 -1.149
20 O 2.092 1.438 -1.769
21 H 2.226 1.862 -2.711
22 H 1.299 1.630 -1.274
23 O -0.261 -2.195 -2.488
24 H 0.147 -1.379 -2.054
25 H -1.229 -1.737 -2.442
26 O 0.111 3.136 -0.213
27 H 0.424 3.997 -0.467
28 H 0.505 3.010 0.766

Just the Mulliken charges please, in e? Sure, here they are:
1. C -0.841
2. C 0.299
3. O -0.664
4. N -0.237
5. C 1.126
6. C -0.449
7. C -0.547
8. O -0.488
9. H 0.287
10. H 0.338
11. H 0.248
12. H 0.404
13. H -0.718
14. H -0.221
15. H 0.386
16. H 0.236
17. H 0.299
18. H 0.313
19. H 0.314
20. O -0.642
21. H 0.296
22. H 0.334
23. O -0.704
24. H 0.288
25. H 0.349
26. O -0.645
27. H 0.293
28. H 0.347